1.
Here is a cluster of 2 separate species, C2H8N3OP in total from the Open Molecules 2025 dataset. Energies are from the ωB97M-V functional and the def2-TZVPD basis.

The geometry in XYZ format:
```
15
C2H8N3OP, DFT the ωB97M-V functional and the def2-TZVPD basis
P 1.508 0.266 0.709
O 2.382 -0.106 1.763
N -1.379 0.313 0.659
N 1.929 1.779 0.016
N 1.446 -0.918 -0.458
C -1.907 0.128 -0.657
C -1.772 -1.055 0.165
H 1.135 -1.668 0.140
H 0.622 -0.919 -1.024
H -2.632 -1.561 0.741
H -1.335 0.389 -1.512
H 2.663 2.203 0.516
H -0.922 -1.778 0.108
H -2.895 0.606 -0.798
H 1.154 2.320 -0.368
```

Summary:
- Kohn-Sham gap (spin up / spin down): 9.23 / 7.01 eV
- Relative energy (zero: lowest compared OMol25 entry of this formula, charge and spin): 74.5 kcal/mol
- Max |F|: 5.191 eV/A
- Highest occupied orbital energy (spin up / spin down): -9.60 / -7.66 eV

2.
Here is an isolated molecule of C2H3IN2O from the Open Molecules 2025 dataset. Energies are from the ωB97M-V functional and the def2-TZVPD basis.

The geometry in XYZ format:
```
9
C2H3IN2O, DFT the ωB97M-V functional and the def2-TZVPD basis
I 2.961 -0.050 0.039
O -0.201 -0.857 -0.586
N -0.667 0.971 0.736
N 0.196 1.312 -0.102
C -1.003 -0.412 0.615
C 0.548 0.197 -0.855
H 0.967 0.343 -1.833
H -2.044 -0.599 0.523
H -0.758 -0.904 1.464
```

Summary:
- Kohn-Sham gap: 7.68 eV
- SMILES: I[C@@H]1N=NCO1
- Relative energy (zero: lowest compared OMol25 entry of this formula, charge and spin): 50.1 kcal/mol
- Max |F|: 3.561 eV/A
- Highest occupied orbital energy: -9.15 eV

3.
Here is a cluster of 2 separate species, C13H5Cl6O4S in total from the Open Molecules 2025 dataset. Energies are from the ωB97M-V functional and the def2-TZVPD basis.

The geometry in XYZ format:
```
29
C13H5Cl6O4S, DFT the ωB97M-V functional and the def2-TZVPD basis
Cl 1.245 1.836 -0.519
Cl -2.805 0.328 3.312
Cl 1.315 -3.044 2.332
Cl -1.647 -2.597 3.248
Cl 7.172 7.813 -0.666
Cl 3.208 -0.560 1.897
S 1.748 4.673 0.141
O 1.941 1.848 3.092
O 1.284 5.264 1.375
O 1.056 4.896 -1.105
O -0.812 2.327 2.450
C -1.165 0.033 2.981
C -0.648 -1.249 2.914
C 1.165 0.972 2.687
C 3.761 5.847 -1.414
C 4.941 6.587 -1.582
C 4.226 5.638 0.952
C 3.391 5.408 -0.141
C 1.942 2.986 0.444
C -0.351 1.210 2.664
C 5.755 6.863 -0.474
C 5.415 6.363 0.790
C 1.575 -0.374 2.340
C 0.724 -1.454 2.534
H 6.058 6.552 1.646
H 2.363 2.676 1.384
H 3.949 5.276 1.939
H 3.129 5.641 -2.275
H 5.222 6.961 -2.564
```

Summary:
- Kohn-Sham gap: 3.81 eV
- Charge: -1
- Relative energy (zero: lowest compared OMol25 entry of this formula, charge and spin): 10.8 kcal/mol
- Max |F|: 2.407 eV/A
- Highest occupied orbital energy: -3.31 eV

4.
Here is a structure of composition C49H43NO4P3SSe3TaTe from the Open Molecules 2025 dataset. Energies are from the ωB97M-V functional and the def2-TZVPD basis.

The geometry in XYZ format:
```
106
C49H43NO4P3SSe3TaTe, DFT the ωB97M-V functional and the def2-TZVPD basis
Ta -0.185 0.256 -0.192
Te -0.704 -1.038 3.432
Se -1.224 -1.643 1.011
Se -2.450 0.718 3.292
Se -1.417 1.910 1.552
S 1.868 0.205 -1.981
P -3.195 1.476 -1.358
P -0.600 -1.699 -2.267
P 2.469 -1.827 0.350
O 1.826 1.234 -3.029
O -1.738 0.905 -1.336
O 2.193 1.907 2.601
O 1.298 0.564 1.026
N 0.652 2.559 -0.466
C 4.462 -3.571 -0.721
C -3.051 -2.893 -1.907
C -1.114 0.054 -4.406
C 0.374 5.941 -1.977
C 0.355 3.571 -1.355
C 2.465 -3.852 -3.942
C 4.067 -5.916 -1.094
C -0.272 5.651 -3.141
C -1.674 -3.066 -1.769
C 1.816 4.158 0.924
C 4.908 -4.816 -1.143
C -3.430 -5.017 -0.852
C 2.076 -1.407 -2.739
C -0.287 3.299 -2.582
C -1.219 -1.243 -3.919
C 1.236 -3.554 -3.368
C -2.062 -5.207 -0.738
C 1.024 -2.326 -2.760
C -0.585 4.309 -3.450
C -1.490 0.348 -5.710
C -1.184 -4.232 -1.192
C 3.024 -1.050 4.359
C 2.559 -1.958 2.172
C -3.796 1.280 -3.032
C 1.370 2.874 0.601
C -1.701 -2.254 -4.756
C -1.983 -0.654 -6.528
C 1.460 5.183 0.100
C 1.667 1.749 1.543
C -3.925 -3.861 -1.442
C 3.069 -0.943 2.976
C 3.735 -0.583 -0.104
C 3.482 -2.913 -3.944
C 1.982 -3.074 2.784
C 2.330 -4.529 -0.192
C 0.721 4.910 -1.069
C 2.460 -2.165 4.958
C -2.086 -1.956 -6.050
C 4.981 -0.448 0.497
C -3.340 3.228 -1.023
C 5.489 1.474 -0.868
C -4.247 0.514 -0.288
C 2.772 -5.772 -0.615
C 1.935 -3.176 4.166
C 3.412 0.334 -1.101
C 3.167 -3.414 -0.232
C 5.850 0.569 0.114
C 3.294 -1.680 -3.337
C 4.251 1.359 -1.495
H -4.855 1.547 -3.043
H 6.166 2.267 -1.155
H -4.238 3.582 -1.532
H -1.050 4.083 -4.401
H -2.279 -0.428 -7.544
H 2.389 4.294 1.829
H 0.439 -4.287 -3.400
H 4.419 -6.885 -1.422
H -1.677 -6.115 -0.294
H -4.992 -3.724 -1.553
H 4.432 -3.143 -4.408
H -1.389 1.357 -6.088
H 1.330 -4.431 0.206
H 1.747 6.203 0.324
H 5.921 -4.925 -1.508
H 1.575 -3.882 2.192
H -0.711 0.831 -3.774
H -0.526 6.438 -3.837
H 0.649 6.959 -1.735
H -2.474 3.743 -1.440
H 2.112 -6.628 -0.564
H 3.429 -0.250 4.963
H -0.120 -4.380 -1.103
H 5.271 -1.135 1.282
H 5.134 -2.725 -0.778
H -5.282 0.834 -0.422
H 3.947 2.039 -2.281
H -3.958 0.629 0.754
H -0.485 2.274 -2.833
H 4.096 -0.952 -3.315
H 2.622 -4.819 -4.399
H -4.152 -0.535 -0.569
H -3.676 0.255 -3.374
H 2.432 -2.251 6.036
H 1.493 -4.053 4.620
H 3.489 -0.047 2.546
H -3.440 -2.013 -2.402
H -3.260 1.945 -3.709
H -4.114 -5.775 -0.498
H -2.463 -2.742 -6.691
H 6.815 0.653 0.596
H -1.789 -3.272 -4.395
H -3.408 3.427 0.042
```

Summary:
- Kohn-Sham gap: 5.78 eV
- Charge: +2
- Relative energy (zero: lowest compared OMol25 entry of this formula, charge and spin): 0.0 kcal/mol
- Max |F|: 0.489 eV/A
- Highest occupied orbital energy: -12.12 eV

5.
Here is a cluster of 4 separate species, C3H10N2O3 in total from the Open Molecules 2025 dataset. Energies are from the ωB97M-V functional and the def2-TZVPD basis.

The geometry in XYZ format:
```
18
C3H10N2O3, DFT the ωB97M-V functional and the def2-TZVPD basis
O -1.694 0.260 0.555
O -1.952 0.647 -1.883
O -0.328 1.598 2.657
N 0.791 0.449 -0.992
N 1.093 -0.309 1.346
C 1.382 -1.293 0.332
C 0.768 -1.047 -1.072
C 1.420 0.453 0.267
H 1.326 -1.294 -1.971
H -0.916 -0.402 0.629
H -0.118 0.808 -1.062
H 1.379 -2.371 0.557
H 0.371 0.960 2.249
H 2.459 0.756 0.212
H -1.983 0.481 -0.428
H -2.664 0.144 -2.329
H -0.285 -1.324 -1.061
H -1.050 1.483 1.994
```

Summary:
- Kohn-Sham gap: 4.56 eV
- Relative energy (zero: lowest compared OMol25 entry of this formula, charge and spin): 218.7 kcal/mol
- Max |F|: 6.606 eV/A
- Highest occupied orbital energy: -8.23 eV

6.
Here is an isolated molecule of C16H20BrN3O3 from the Open Molecules 2025 dataset. Energies are from the ωB97M-V functional and the def2-TZVPD basis.

The geometry in XYZ format:
```
43
C16H20BrN3O3, DFT the ωB97M-V functional and the def2-TZVPD basis
Br -4.888 0.903 0.288
O 2.885 3.060 -0.100
O 0.216 0.117 2.099
O 1.182 0.692 -1.759
N 1.553 1.583 1.017
N 0.663 3.164 -0.451
N 0.715 -1.333 -0.915
C -3.143 1.628 0.064
C -0.817 1.636 0.610
C -2.944 2.656 -0.854
C 1.535 -0.290 -1.128
C -1.682 3.177 -1.035
C 2.722 0.928 1.589
C -1.277 -2.741 -1.293
C 2.943 -0.464 0.992
C -1.958 -2.950 0.062
C -1.004 -2.931 1.250
C -0.603 2.669 -0.308
C 1.783 2.620 0.123
C -2.096 1.115 0.796
C 2.931 -0.448 -0.541
C -0.629 -1.370 -1.457
C 0.320 1.041 1.317
H -2.034 -2.853 -2.072
H 1.020 -2.121 -0.367
H 3.354 -1.382 -0.917
H -1.542 -3.192 2.159
H -0.207 -3.662 1.115
H 3.575 1.576 1.380
H -0.525 -3.517 -1.454
H -2.233 0.316 1.509
H -1.242 -0.604 -0.969
H -0.560 -1.100 -2.516
H -0.566 -1.948 1.400
H -2.720 -2.179 0.197
H -1.519 3.969 -1.750
H 2.572 0.844 2.668
H 2.173 -1.138 1.371
H 3.541 0.381 -0.905
H 3.911 -0.825 1.343
H 0.845 3.851 -1.171
H -3.778 3.038 -1.422
H -2.472 -3.914 0.035
```

Summary:
- Kohn-Sham gap: 8.82 eV
- SMILES: CCCCNC(=O)CCCn1c(=O)[nH]c2ccc(Br)cc2c1=O
- Relative energy (zero: lowest compared OMol25 entry of this formula, charge and spin): 0.0 kcal/mol
- Max |F|: 0.715 eV/A
- Highest occupied orbital energy: -8.65 eV